H3OPS2 in the gas phase at a distorted geometry. Source: OMol25; level of theory: ωB97M-V/def2-TZVPD.

## Properties
E_LUMO in eV: -0.493
Energy relative to the best compared isomer or geometry (same formula, charge and spin) in kcal per mole: 96.1
E in eV: -33052.5515
Kohn-Sham gap in eV: 9.1
SMILES: O=[S@@H](P)=S

ORCA input file:
```
! wB97M-V def2-TZVPD RIJCOSX def2/J DEFGRID3
* xyz 0 1
O -0.52 1.50 0.31
P 1.34 -0.77 -0.04
S -2.16 -0.89 0.13
S -0.64 0.20 -0.30
H 0.75 -1.00 1.14
H 1.85 0.34 0.31
H -0.63 0.61 -1.54
*
```

natural (NBO) population analysis, charges in e, atoms 1 to 5:
1 O -0.97
2 P 0.22
3 S -0.40
4 S 1.15
5 H -0.01

***

C4H4N2 in the gas phase at a distorted geometry. Source: OMol25; level of theory: ωB97M-V/def2-TZVPD.

## Properties
E_LUMO (alpha / beta) in eV: 1.000 / -3.146
Energy relative to the best compared isomer or geometry (same formula, charge and spin) in kcal per mole: 0.0
E in eV: -7188.3551
Kohn-Sham gap (alpha / beta) in eV: 8.3 / 6.4

ORCA input file:
```
! wB97M-V def2-TZVPD RIJCOSX def2/J DEFGRID3
* xyz 0 3
C -1.23 0.04 0.61
C -0.77 -0.64 -0.49
C -0.03 0.71 1.15
C 0.62 -0.16 -0.70
N 0.98 0.66 0.32
N 1.49 -0.43 -1.55
H -2.10 -0.02 1.29
H -1.19 -1.52 -1.01
H -0.16 1.34 1.93
H 2.39 0.02 -1.55
*
```

natural (NBO) population analysis, charges in e, atoms 1 to 5:
1 C -0.21
2 C -0.09
3 C -0.03
4 C 0.23
5 N -0.29